No. 1
{
  "formula": "C14H20IN2O3PS",
  "method": "ωB97M-V/def2-TZVPD",
  "species": ["C", "C", "P", "C", "C", "O", "S", "O", "O", "I", "H", "H", "H", "H", "H", "H", "H", "H", "H", "H", "N", "C", "C", "C", "C", "C", "H", "H", "H", "H", "H", "N", "C", "C", "C", "C", "C", "H", "H", "H", "H", "H"],
  "positions_angstrom": [[2.811, 0.513, -2.994], [1.292, 0.046, -2.587], [0.507, 1.024, -1.147], [1.809, 1.670, 0.104], [1.830, 3.336, -0.034], [-0.690, 0.107, -0.275], [-1.705, -0.791, -1.310], [-1.924, -0.089, -2.683], [-0.888, -2.290, -1.642], [-1.489, -2.919, -3.479], [2.775, 1.076, -4.034], [3.421, -0.491, -3.202], [3.376, 1.136, -2.180], [1.297, -1.120, -2.457], [0.613, 0.259, -3.545], [2.872, 1.195, -0.038], [1.514, 1.475, 1.244], [0.710, 3.620, -0.333], [2.066, 3.874, 0.981], [2.585, 3.579, -0.899], [0.952, 5.511, 2.776], [-0.363, 5.818, 2.806], [-1.040, 6.200, 3.953], [-0.327, 6.270, 5.145], [1.029, 5.959, 5.147], [1.618, 5.590, 3.949], [-0.876, 5.745, 1.851], [-2.097, 6.437, 3.918], [-0.824, 6.564, 6.065], [1.612, 6.003, 6.060], [2.675, 5.341, 3.898], [-3.301, -6.235, -1.976], [-2.026, -5.922, -1.657], [-1.117, -6.829, -1.135], [-1.541, -8.137, -0.923], [-2.848, -8.489, -1.241], [-3.682, -7.513, -1.761], [-1.744, -4.889, -1.837], [-0.104, -6.523, -0.899], [-0.857, -8.875, -0.515], [-3.209, -9.500, -1.087], [-4.711, -7.739, -2.028]],
  "homo_ev": -7.86,
  "homo_lumo_gap_ev": 6.62,
  "total_charge": 0
}

---

No. 2
{
  "formula": "CH2IN",
  "method": "ωB97M-V/def2-TZVPD",
  "species": ["C", "N", "I", "H", "H"],
  "positions_angstrom": [[0.870, -0.793, 0.000], [1.274, -1.064, 1.051], [-1.234, 1.411, -1.891], [-2.556, 1.746, -1.108], [1.646, -1.300, 1.948]],
  "e_above_lowest_kj_mol": 59.60,
  "homo_ev": -9.55,
  "homo_lumo_gap_ev": 10.53,
  "total_charge": 0
}

---

No. 3
{
  "formula": "C6H10O",
  "method": "ωB97M-V/def2-TZVPD",
  "species": ["O", "C", "C", "C", "C", "C", "C", "H", "H", "H", "H", "H", "H", "H", "H", "H", "H"],
  "positions_angstrom": [[-3.009, 0.176, 0.699], [-2.589, 0.527, -0.379], [-1.253, 0.135, -0.953], [-0.405, -0.738, -0.028], [1.071, -0.439, -0.165], [1.602, 0.824, 0.454], [1.972, -0.515, 1.031], [-3.189, 1.207, -1.022], [-1.438, -0.338, -1.928], [-0.729, 1.074, -1.186], [-0.602, -1.799, -0.222], [-0.722, -0.556, 1.006], [1.514, -0.723, -1.119], [2.362, 1.389, -0.078], [0.901, 1.438, 1.015], [2.990, -0.869, 0.895], [1.524, -0.796, 1.981]],
  "smiles": "O=CCCC1CC1",
  "e_above_lowest_kj_mol": 70.69,
  "homo_ev": -9.79,
  "homo_lumo_gap_ev": 10.86,
  "total_charge": 0
}

---

No. 4
{
  "formula": "C3H5N3",
  "method": "ωB97M-V/def2-TZVPD",
  "species": ["N", "C", "C", "C", "N", "N", "H", "H", "H", "H", "H"],
  "positions_angstrom": [[0.960, 1.667, -0.064], [0.567, 0.721, -0.944], [0.172, -0.060, -1.776], [-1.779, -1.308, 0.364], [-0.902, -0.921, 1.038], [-0.083, -0.332, 1.782], [1.618, 2.326, -0.455], [1.202, 1.314, 0.855], [-0.062, -0.766, -2.538], [-2.108, -1.619, -0.606], [0.415, -1.021, 2.343]],
  "e_above_lowest_kj_mol": 515.67,
  "homo_ev": -8.56,
  "homo_lumo_gap_ev": 9.66,
  "total_charge": 0
}

---

No. 5
{
  "formula": "C6H9N2",
  "method": "ωB97M-V/def2-TZVPD",
  "species": ["C", "C", "C", "C", "C", "C", "N", "N", "H", "H", "H", "H", "H", "H", "H", "H", "H"],
  "positions_angstrom": [[-0.718, -1.091, 0.621], [-2.010, -1.080, 0.291], [0.158, 0.042, 0.411], [-2.576, 0.175, -0.351], [-1.831, 1.366, 0.191], [1.452, 0.125, 0.566], [2.676, 0.367, 0.651], [3.575, 0.036, -0.500], [-0.228, -2.033, 0.929], [-2.395, -2.104, 0.194], [-2.586, 0.192, -1.401], [-3.578, 0.490, 0.089], [-1.384, 1.990, -0.487], [-1.807, 1.533, 1.202], [3.528, -0.966, -0.635], [3.205, 0.576, -1.452], [4.520, 0.381, -0.320]],
  "e_above_lowest_kj_mol": 462.60,
  "homo_ev": [-10.20, -12.89],
  "homo_lumo_gap_ev": [5.99, 5.99],
  "total_charge": 1,
  "spin_multiplicity": 3,
  "s_squared": 2.043
}

---

No. 6
{
  "formula": "C6H5N3",
  "method": "ωB97M-V/def2-TZVPD",
  "species": ["C", "C", "N", "C", "C", "N", "C", "C", "N", "H", "H", "H", "H", "H"],
  "positions_angstrom": [[0.443, -0.300, -2.065], [1.144, -0.359, -0.906], [0.484, -0.071, 0.265], [0.844, -0.049, 1.582], [-0.302, 0.258, 2.279], [-1.372, 0.430, 1.461], [-0.887, 0.230, 0.240], [-1.517, 0.275, -1.033], [-0.883, 0.036, -2.146], [0.945, -0.506, -2.997], [2.191, -0.596, -0.840], [1.875, -0.221, 1.877], [-0.395, 0.354, 3.345], [-2.571, 0.521, -1.064]],
  "smiles": "c1cn2ccnc2cn1",
  "e_above_lowest_kj_mol": 26.45,
  "homo_ev": -8.83,
  "homo_lumo_gap_ev": 9.25,
  "total_charge": 0
}

---

Number 1: F_max 5.26 eV/Å, energy -1917.740881 hartree. Number 2: F_max 0.78 eV/Å, energy -391.694453 hartree. Number 3: F_max 0.52 eV/Å, energy -309.815446 hartree. Number 4: F_max 0.77 eV/Å, energy -281.393642 hartree. Number 5: F_max 4.56 eV/Å, energy -342.972968 hartree. Number 6: F_max 1.02 eV/Å, energy -395.898699 hartree.